# 1
DFT (ωB97M-V/def2-TZVPD) results for 2 unconnected molecules or ions with the total composition C4H11NOS.

Geometry as XYZ:
```
18
Properties=species:S:1:pos:R:3:lowdin_charge:R:1
H 2.668 1.129 -1.512 0.021
H -3.257 -0.622 1.022 0.051
H -1.039 -1.401 -1.659 0.091
N 1.097 0.103 -0.277 -0.183
O -1.975 1.772 0.076 -0.545
H 2.763 0.514 0.980 0.083
H -1.266 0.141 -2.151 -0.018
H -2.784 -0.594 -1.748 0.062
S -1.367 0.443 0.250 0.806
H 1.258 0.736 -2.364 0.077
H -1.878 -1.887 1.016 0.037
H 1.508 -0.611 1.638 0.058
C 1.663 1.023 -1.357 -0.106
C -1.716 -0.452 -1.412 -0.246
C 1.841 -0.079 0.752 -0.093
H 1.271 2.054 -0.989 0.115
C -2.218 -0.915 1.356 -0.214
H -2.111 -0.698 2.377 0.004
```

HOMO ... -7.752 eV
Gap between HOMO and LUMO ... 0.313 Ha
LUMO ... 0.767 eV
DFT total energy ... -687.032925 hartree
Relative energy (zero: lowest compared OMol25 entry of this formula, charge and spin) ... 110.7 kcal/mol

=====

# 2
DFT (ωB97M-V/def2-TZVPD) results for 2 unconnected molecules or ions with the total composition C4H11NOS.

Geometry as XYZ:
```
18
Properties=species:S:1:pos:R:3:lowdin_charge:R:1
H -1.487 -2.437 0.512 0.068
H -2.692 -1.282 0.486 0.034
H -2.249 1.135 0.975 0.045
H 3.117 2.057 -0.260 0.035
C -0.425 -0.325 -1.158 -0.028
C -1.714 -1.401 0.738 -0.067
H 4.305 1.519 0.475 0.057
H -0.878 0.906 1.847 0.060
H 1.917 -1.380 -0.977 -0.016
C -1.242 1.026 0.860 -0.093
O 2.675 -1.178 -0.446 -0.442
N 3.381 1.162 0.172 -0.398
C -1.040 -0.200 0.038 -0.424
H 0.120 0.570 -1.541 0.071
H -1.501 -1.428 1.888 0.117
S 2.321 0.003 0.620 0.798
H -0.767 2.035 0.649 0.108
H -0.377 -1.283 -1.715 0.073
```

HOMO ... -8.229 eV
Gap between HOMO and LUMO ... 0.331 Ha
LUMO ... 0.785 eV
DFT total energy ... -687.087244 hartree
Relative energy (zero: lowest compared OMol25 entry of this formula, charge and spin) ... 76.6 kcal/mol

=====

# 3
DFT (ωB97M-V/def2-TZVPD) results for 2 unconnected molecules or ions with the total composition C4H11NPS.

Geometry as XYZ:
```
18
Properties=species:S:1:pos:R:3:lowdin_charge:R:1
H -0.189 -2.403 -0.738 0.080
H 1.280 0.478 -2.444 0.075
H 0.130 1.159 -1.486 0.059
H -1.295 -1.116 -1.069 0.076
H -1.517 -0.383 0.530 0.079
S 0.661 -0.298 3.782 0.301
C -0.721 1.427 1.390 -0.131
H 1.512 -1.259 -0.817 0.109
C -0.275 -1.478 -1.281 -0.145
H -0.213 -1.708 -2.352 0.110
H -0.046 1.714 2.146 0.028
P 0.167 -1.256 2.147 0.525
C 1.030 0.600 -1.436 -0.066
H -0.511 2.084 0.457 0.157
H -1.730 1.810 1.482 0.128
H 1.742 1.255 -0.874 0.114
N 0.734 -0.654 -0.685 -0.157
C -0.758 0.027 1.247 -0.340
```

Charge ... +1
HOMO ... -13.416 eV
Gap between HOMO and LUMO ... 0.240 Ha
LUMO ... -6.893 eV
DFT total energy ... -952.925371 hartree
Relative energy (zero: lowest compared OMol25 entry of this formula, charge and spin) ... 72.4 kcal/mol

=====

# 4
DFT (ωB97M-V/def2-TZVPD) results for a gas-phase ion, C4H11NPS (charge +1).

Geometry as XYZ:
```
18
Properties=species:S:1:pos:R:3:lowdin_charge:R:1
H 1.699 1.951 0.117 0.101
H -0.540 1.950 0.033 0.121
H 1.002 -0.331 1.331 0.137
P -0.582 -2.168 1.305 0.510
H -1.268 0.892 1.330 0.086
H 1.240 0.868 -1.429 0.155
H 0.923 -1.334 -0.556 0.137
H -1.131 -1.357 -1.905 0.076
H -1.079 0.418 -1.479 0.124
H 2.579 0.593 0.031 0.130
C -0.385 1.327 0.956 -0.025
C 1.547 0.934 -0.307 -0.026
H 0.207 2.061 1.596 0.140
H -2.088 -0.886 -0.746 0.052
C -1.116 -0.671 -1.102 -0.148
S -1.483 -3.548 0.383 0.287
C -0.071 -0.962 -0.145 -0.589
N 0.546 0.264 0.586 -0.268
```

Charge ... +1
HOMO ... -12.924 eV
Gap between HOMO and LUMO ... 0.277 Ha
LUMO ... -5.385 eV
DFT total energy ... -952.980889 hartree
Relative energy (zero: lowest compared OMol25 entry of this formula, charge and spin) ... 37.6 kcal/mol

=====

# 5
DFT (ωB97M-V/def2-TZVPD) results for 2 unconnected molecules or ions with the total composition C4H11NS.

Geometry as XYZ:
```
17
Properties=species:S:1:pos:R:3:lowdin_charge:R:1
H -2.673 -1.357 1.479 0.074
C -1.213 1.485 -0.106 -0.240
H 3.187 0.007 -0.193 0.114
C 2.167 -0.560 -0.597 -0.193
H -0.294 2.048 0.476 0.143
H 2.456 -1.624 -0.492 0.060
H -1.716 1.865 -1.090 0.117
H 2.064 0.147 1.075 0.183
S -2.832 -0.678 -0.257 0.570
H -0.872 -0.211 -1.427 0.124
C -0.031 -0.621 0.500 -0.325
H 2.011 -0.329 -1.769 0.106
H 0.127 -1.647 0.265 0.099
C -1.108 0.132 -0.304 -0.817
H -1.991 1.796 0.640 0.067
N 1.177 0.082 0.291 -0.182
H -0.458 -0.536 1.509 0.100
```

HOMO ... -8.959 eV
Gap between HOMO and LUMO ... 0.325 Ha
LUMO ... -0.120 eV
DFT total energy ... -611.745677 hartree
Relative energy (zero: lowest compared OMol25 entry of this formula, charge and spin) ... 123.3 kcal/mol

=====

# 6
DFT (ωB97M-V/def2-TZVPD) results for C4H11NS in the gas phase.

Geometry as XYZ:
```
17
Properties=species:S:1:pos:R:3:lowdin_charge:R:1
C 0.339 1.415 -0.494 -0.102
H 1.328 -1.759 0.446 0.067
H 2.720 -1.664 -1.597 -0.173
H 1.906 -0.311 1.033 0.086
C 0.187 -0.052 -0.225 -0.567
H -0.118 -0.489 -1.214 0.132
H -0.964 -1.532 0.778 0.141
C -2.150 0.063 0.860 -0.153
H -2.868 -0.371 0.117 0.078
N -0.783 -0.468 0.796 -0.118
H -0.638 1.881 -0.678 0.063
H 0.822 1.304 -1.525 0.063
H -2.295 1.174 0.623 0.084
H -2.429 -0.039 1.910 0.067
S 2.623 -0.421 -1.236 0.756
H 0.848 2.033 0.293 0.103
C 1.472 -0.763 0.113 -0.526
```

HOMO ... -8.717 eV
Gap between HOMO and LUMO ... 0.353 Ha
LUMO ... 0.899 eV
DFT total energy ... -611.893483 hartree
Relative energy (zero: lowest compared OMol25 entry of this formula, charge and spin) ... 30.5 kcal/mol

=====

# 7
DFT (ωB97M-V/def2-TZVPD) results for 2 unconnected molecules or ions with the total composition C4H11NS.

Geometry as XYZ:
```
17
Properties=species:S:1:pos:R:3:lowdin_charge:R:1
H -1.747 -0.320 -0.848 0.062
H 2.802 -1.822 -0.232 -0.130
S 1.456 -2.125 -0.046 0.620
C -2.447 1.533 -0.214 -0.327
C -1.691 2.273 0.665 -0.014
H -1.790 3.371 0.771 0.048
H 1.781 1.692 0.162 0.079
N -2.509 0.194 -0.419 0.016
H -3.303 0.123 -1.112 0.108
C 2.166 0.660 -0.039 -0.193
H 0.079 -0.063 -0.406 0.053
H -0.845 1.953 1.181 -0.003
H -3.321 2.072 -0.671 0.108
H 2.990 0.411 0.653 0.068
H 2.617 0.610 -1.026 0.063
C 1.028 -0.324 0.234 -0.635
H 0.666 -0.238 1.314 0.076
```

HOMO ... -8.505 eV
Gap between HOMO and LUMO ... 0.345 Ha
LUMO ... 0.892 eV
DFT total energy ... -611.877478 hartree
Relative energy (zero: lowest compared OMol25 entry of this formula, charge and spin) ... 40.6 kcal/mol